{"formula": "C5H12N2", "method": "the ωB97M-V functional and the def2-TZVPD basis", "max_force_ev_per_a": 2.5, "multiplicity": 2, "charge": -1, "total_energy_ev": -8356.4206, "elements": ["C", "C", "C", "C", "N", "C", "N", "H", "H", "H", "H", "H", "H", "H", "H", "H", "H", "H", "H"], "xyz": [[-1.096242, -0.735173, 1.906382], [-0.612482, -0.474570, 0.471917], [0.819816, -0.774764, 0.251326], [1.440193, -0.704099, -0.938331], [0.781357, -0.168104, -2.064589], [0.667375, 1.213413, -2.443950], [-0.922172, 0.478006, 2.746726], [-2.146192, -0.944601, 2.071022], [-0.390850, -1.425223, 2.362054], [-1.243015, -1.085970, -0.167597], [-0.836600, 0.594183, 0.302742], [1.477882, -1.124962, 1.045447], [2.327477, -1.278566, -1.183540], [-0.061426, -0.653559, -2.362288], [0.264410, 1.422178, -3.434498], [0.141238, 1.842032, -1.697195], [1.642889, 1.718474, -2.390181], [-1.718416, 0.825358, 3.257488], [-0.535241, 1.275946, 2.267064]], "atomic_forces_ev_per_a": [[0.985, 1.851, 1.023], [-1.095, 0.371, 0.991], [1.460, -0.570, -0.422], [-1.283, 0.468, -0.177], [-0.681, -0.758, -1.867], [1.081, 1.499, 1.680], [0.756, 0.599, 0.539], [-0.097, -0.951, -0.703], [-0.578, -0.884, -0.034], [0.147, 0.197, -0.486], [-0.085, -0.209, -0.552], [-0.490, -0.274, 0.286], [0.537, 0.495, 0.498], [0.075, -0.205, 0.390], [-0.168, -0.583, -0.049], [-0.513, -0.236, -0.222], [0.204, -0.333, -0.371], [-0.330, -0.392, -0.230], [0.076, -0.084, -0.294]], "lowdin_spin": [0.076, 0.140, 0.062, 0.065, 0.019, 0.242, 0.031, 0.026, 0.002, 0.043, 0.058, 0.003, 0.005, 0.052, 0.045, 0.062, 0.023, 0.017, 0.030]}